The following is a DFT calculation (wB97M-V/def2-TZVPD) of a structure of composition C14H8AgN2S2.

Kohn-Sham gap: 6.78 eV
largest force on an atom: 0.2 eV/A
highest occupied orbital energy: -4.037 eV
2S+1: 1
lowest unoccupied orbital energy: 0.101 Ha
net charge: -1

Last column: Mulliken charge in e.
Element x y z (Å)
Ag (0.41745, 0.17809, 0.04786)  -0.04
C (-0.83037, 3.26833, 1.78616)  -0.43
C (-1.61429, 2.43868, 1.01520)  -0.19
C (-1.56119, 1.04919, 1.19440)  -0.54
C (-0.71406, 0.50638, 2.16929)  -0.57
C (0.09261, 1.36322, 2.93278)  -0.14
C (0.03227, 2.72670, 2.74298)  -0.39
H (-0.86824, 4.33949, 1.63690)  0.35
H (-2.26678, 2.85071, 0.25675)  0.38
H (-2.23134, 0.40833, 0.63477)  0.40
H (-0.73261, -0.55381, 2.38588)  0.41
H (0.76333, 0.94353, 3.67094)  0.37
H (0.66099, 3.38065, 3.33353)  0.35
S (2.13180, -1.52883, -0.11192)  -0.50
C (2.70381, -1.14726, -1.72282)  0.51
C (3.73191, -1.96230, -2.21453)  -0.88
C (4.29706, -1.79496, -3.46855)  0.52
C (5.34755, -2.67459, -3.88762)  -0.04
N (6.19832, -3.38109, -4.20726)  -0.57
C (3.82240, -0.76427, -4.29390)  0.52
C (2.80520, 0.05161, -3.82660)  -0.91
C (2.22131, -0.09872, -2.56121)  0.55
S (0.95427, 1.04304, -2.16364)  -0.51
C (4.36367, -0.54058, -5.60132)  -0.04
N (4.80151, -0.35512, -6.64963)  -0.57
H (4.09835, -2.75828, -1.58015)  0.47
H (2.43806, 0.84610, -4.46247)  0.47

Atoms 1-3, force components in eV/Å:
Ag 0.1 0.1 -0.1
C 0.0 0.0 0.0
C 0.0 0.0 0.0

The following is a DFT calculation (wB97M-V/def2-TZVPD) of a cluster of 2 separate species, C4H12N2 in total at a distorted geometry.

Kohn-Sham gap: 7.08 eV
largest force on an atom: 4.5 eV/A
highest occupied orbital energy: -18.090 eV
2S+1: 1
lowest unoccupied orbital energy: -0.405 Ha
net charge: +2

Last column: Mulliken charge in e.
Element x y z (Å)
C (-0.37339, 0.38515, -0.96840)  -0.34
C (0.00079, 1.75999, -0.78163)  -0.19
C (0.57596, 1.48757, 0.62346)  -0.27
C (1.38606, 0.42212, 0.80978)  -0.28
N (1.23781, -0.21741, 2.22327)  -0.27
N (-1.39849, -2.10810, -1.37514)  -0.86
H (-0.37234, 0.03635, -2.03482)  0.34
H (-1.14766, -0.17296, -0.45726)  0.40
H (0.73803, 2.23147, -1.45361)  0.31
H (-0.90657, 2.46689, -0.81492)  0.39
H (-0.05227, 2.05369, 1.35690)  0.30
H (1.99553, -0.00401, 0.02866)  0.44
H (0.24926, -0.50908, 2.20926)  0.40
H (1.86166, -1.02614, 2.31237)  0.38
H (1.35555, 0.52118, 2.91188)  0.39
H (-2.10253, -1.93248, -2.10749)  0.31
H (-0.96972, -2.93502, -1.80138)  0.27
H (-2.07767, -2.45921, -0.68094)  0.29

Atoms 1-3, force components in eV/Å:
C -2.3 1.5 -3.5
C 1.2 1.0 1.0
C -1.4 0.9 -0.2

Q: Among the records above, which one has the highest largest force on an atom?
A: C4H12N2